Record 1
{
  "formula": "C21H44ClKN6O3P2S",
  "method": "wB97M-V/def2-TZVPD",
  "elements": ["K", "C", "C", "N", "C", "C", "S", "C", "C", "N", "H", "H", "H", "H", "H", "H", "H", "H", "H", "H", "H", "H", "H", "H", "C", "N", "C", "P", "O", "O", "P", "O", "N", "C", "C", "N", "C", "C", "N", "C", "C", "H", "H", "H", "H", "H", "H", "H", "H", "H", "H", "H", "H", "H", "H", "H", "H", "H", "H", "H", "H", "H", "H", "H", "H", "Cl", "C", "C", "C", "C", "C", "C", "C", "H", "H", "H", "H", "H", "H"],
  "xyz": [[-0.26, 0.20, -1.05], [0.55, -3.57, -1.54], [1.53, -3.13, -0.45], [2.16, -1.85, -0.69], [3.28, -1.77, -1.60], [2.97, -2.01, -3.08], [1.66, -0.98, -3.81], [0.36, -2.18, -4.21], [-0.81, -2.36, -3.25], [-0.41, -2.54, -1.86], [0.08, -4.51, -1.21], [1.10, -3.83, -2.45], [2.27, -3.94, -0.33], [0.99, -3.05, 0.49], [2.38, -1.41, 0.19], [4.09, -2.48, -1.33], [3.71, -0.77, -1.50], [2.75, -3.06, -3.27], [3.88, -1.79, -3.63], [0.85, -3.14, -4.44], [-0.05, -1.82, -5.15], [-1.39, -3.21, -3.64], [-1.44, -1.47, -3.29], [-1.20, -2.55, -1.23], [-3.72, -0.15, 0.93], [-2.98, 0.30, 2.10], [-2.94, -0.66, 3.19], [-1.90, 1.52, 1.91], [-1.50, 1.76, 0.52], [-0.63, 1.06, 2.85], [0.48, -0.03, 2.47], [0.10, -0.82, 1.29], [0.64, -0.84, 3.89], [1.55, -1.97, 3.89], [0.24, -0.36, 5.20], [1.91, 0.75, 2.19], [2.24, 1.29, 0.86], [2.48, 1.55, 3.26], [-2.44, 2.87, 2.66], [-1.76, 4.13, 2.37], [-3.08, 2.80, 3.96], [-4.77, -0.32, 1.21], [-3.30, -1.08, 0.54], [-3.68, 0.61, 0.15], [-3.95, -0.97, 3.44], [-2.49, -0.23, 4.08], [-2.36, -1.55, 2.90], [1.72, -2.31, 2.88], [1.11, -2.79, 4.46], [2.51, -1.71, 4.35], [-0.39, 0.52, 5.11], [1.11, -0.11, 5.81], [-0.32, -1.15, 5.72], [1.99, 0.60, 0.06], [3.32, 1.43, 0.83], [1.76, 2.25, 0.67], [2.31, 1.07, 4.22], [2.05, 2.56, 3.29], [3.56, 1.65, 3.11], [-1.35, 4.10, 1.36], [-0.96, 4.33, 3.09], [-2.49, 4.95, 2.43], [-3.66, 1.89, 4.04], [-3.75, 3.65, 4.08], [-2.35, 2.83, 4.78], [0.33, 3.07, -2.07], [0.20, 2.27, -3.65], [1.24, 2.54, -4.53], [1.24, 2.00, -5.80], [0.15, 1.19, -6.15], [-0.88, 0.94, -5.28], [-0.95, 1.50, -3.95], [-2.04, 1.22, -3.12], [2.04, 3.18, -4.19], [2.05, 2.19, -6.49], [0.11, 0.74, -7.14], [-1.72, 0.33, -5.60], [-2.92, 0.81, -3.59], [-2.20, 1.82, -2.23]],
  "homo_energy_ev": -4.64,
  "relative_energy_kcal_mol": 10.00,
  "total_charge": 0,
  "gap_ev": 4.7
}

Record 2
{
  "formula": "C4H14NO2S",
  "method": "wB97M-V/def2-TZVPD",
  "elements": ["C", "O", "C", "C", "C", "S", "N", "H", "H", "H", "H", "H", "H", "H", "H", "H", "H", "H", "H", "H", "H", "O"],
  "xyz": [[2.34, 0.80, -0.68], [2.25, 1.86, -1.63], [0.94, 0.59, -0.20], [0.76, -0.41, 0.93], [-0.27, 0.00, 2.00], [-1.96, -0.21, 1.34], [0.11, 0.18, -1.40], [2.96, 1.13, 0.17], [2.81, -0.15, -0.99], [3.13, 2.03, -2.01], [0.55, 1.57, 0.07], [1.69, -0.60, 1.47], [0.53, -1.40, 0.51], [-0.18, 1.07, 2.17], [-0.09, -0.60, 2.89], [-2.60, 0.32, 2.39], [-0.11, 1.00, -1.97], [0.63, -0.43, -2.03], [-0.77, -0.28, -1.19], [-2.45, -2.07, -0.63], [-1.98, -2.64, -2.00], [-1.70, -2.11, -1.24]],
  "homo_energy_ev": -12.85,
  "relative_energy_kcal_mol": 1.43,
  "total_charge": 1,
  "gap_ev": 10.0
}

Record 3
{
  "formula": "C33H33N4O4",
  "method": "wB97M-V/def2-TZVPD",
  "elements": ["C", "O", "C", "C", "C", "C", "N", "C", "C", "C", "C", "C", "C", "C", "C", "C", "C", "O", "N", "C", "C", "C", "C", "C", "H", "H", "H", "H", "H", "H", "H", "H", "H", "H", "H", "H", "H", "H", "H", "H", "H", "H", "H", "O", "C", "C", "C", "C", "C", "C", "C", "C", "O", "N", "C", "C", "C", "C", "C", "N", "H", "H", "H", "H", "H", "H", "H", "H", "H", "H", "H", "H", "H", "H"],
  "xyz": [[1.77, 3.70, 4.18], [0.39, 3.61, 3.75], [0.13, 3.76, 2.43], [-1.23, 3.87, 2.05], [-1.59, 3.64, 0.73], [-0.60, 3.32, -0.21], [-0.98, 2.93, -1.51], [-0.42, 1.95, -2.27], [0.46, 0.88, -1.81], [0.23, -0.43, -2.40], [1.15, -1.42, -2.23], [1.46, -2.35, -3.32], [2.79, -2.77, -3.56], [3.10, -3.55, -4.67], [2.08, -3.97, -5.54], [0.75, -3.60, -5.29], [0.44, -2.78, -4.20], [1.36, 1.06, -0.95], [-0.98, 2.03, -3.50], [-0.61, 1.27, -4.68], [-1.94, 3.04, -3.50], [-1.97, 3.57, -2.27], [0.75, 3.41, 0.13], [1.14, 3.66, 1.44], [1.71, 3.76, 5.27], [2.33, 2.81, 3.88], [2.26, 4.60, 3.79], [-1.97, 4.05, 2.82], [-2.64, 3.65, 0.44], [-0.71, -0.58, -2.93], [1.92, -1.30, -1.46], [3.56, -2.45, -2.86], [4.13, -3.82, -4.87], [2.32, -4.59, -6.41], [-0.05, -3.93, -5.95], [-0.59, -2.48, -4.01], [-0.72, 1.93, -5.55], [0.43, 0.92, -4.63], [-1.28, 0.41, -4.83], [-2.50, 3.27, -4.39], [-2.56, 4.37, -1.87], [1.52, 3.30, -0.63], [2.19, 3.67, 1.70], [-1.40, 0.39, 1.22], [-0.92, 0.14, 2.33], [-1.42, 0.49, 3.67], [-0.65, -0.17, 4.62], [-0.94, -0.12, 5.97], [-2.03, 0.66, 6.37], [-2.81, 1.34, 5.42], [-2.52, 1.25, 4.05], [0.42, -0.92, 3.92], [1.28, -1.67, 4.37], [0.24, -0.60, 2.55], [1.03, -1.24, 1.48], [0.28, -2.40, 0.86], [1.09, -3.60, 0.35], [0.10, -4.29, -0.62], [-1.01, -3.26, -0.89], [-0.48, -2.02, -0.31], [-0.32, -0.68, 6.66], [-2.28, 0.74, 7.43], [-3.66, 1.94, 5.76], [-3.11, 1.75, 3.29], [1.26, -0.48, 0.74], [1.94, -1.60, 1.97], [-0.40, -2.81, 1.64], [1.97, -3.24, -0.20], [1.42, -4.23, 1.18], [0.59, -4.60, -1.55], [-0.33, -5.18, -0.13], [-1.23, -3.13, -1.95], [-1.94, -3.58, -0.39], [-1.20, -1.33, -0.08]],
  "homo_energy_ev": -10.39,
  "total_charge": 1,
  "gap_ev": 6.6
}

Record 4
{
  "formula": "C16H16N2O5ReS2",
  "method": "wB97M-V/def2-TZVPD",
  "elements": ["Re", "O", "C", "O", "C", "C", "C", "C", "C", "O", "C", "C", "O", "O", "H", "H", "H", "H", "H", "H", "H", "H", "C", "C", "N", "C", "C", "S", "C", "C", "S", "C", "N", "C", "H", "H", "H", "H", "H", "H", "H", "H"],
  "xyz": [[0.55, 0.18, 0.33], [-2.23, 2.82, 1.38], [-1.82, 1.90, 0.76], [-0.76, 1.15, 1.28], [-2.42, 1.37, -0.52], [-2.52, -0.15, -0.43], [-3.34, -0.72, -1.57], [-2.37, -0.63, -2.77], [-1.19, 0.10, -2.17], [-1.13, -0.53, -0.81], [-1.54, 1.55, -1.81], [-0.32, 2.38, -1.53], [-0.19, 3.52, -1.81], [0.67, 1.69, -0.88], [-3.39, 1.86, -0.62], [-2.75, -0.54, 0.56], [-4.25, -0.13, -1.71], [-3.64, -1.75, -1.37], [-2.78, -0.08, -3.62], [-2.07, -1.61, -3.12], [-0.24, -0.04, -2.68], [-2.08, 2.05, -2.61], [2.60, 3.02, 1.06], [3.16, 1.65, 1.12], [2.45, 0.52, 1.02], [3.22, -0.64, 1.18], [4.53, -0.38, 1.36], [4.80, 1.31, 1.36], [2.44, -1.88, 1.24], [2.79, -3.15, 1.51], [1.39, -4.12, 1.65], [0.38, -2.81, 1.34], [1.06, -1.69, 1.12], [-1.11, -2.91, 1.37], [1.53, 3.01, 1.22], [2.80, 3.47, 0.08], [3.07, 3.65, 1.81], [5.34, -1.08, 1.51], [3.78, -3.55, 1.65], [-1.43, -3.75, 1.98], [-1.50, -3.06, 0.36], [-1.53, -1.99, 1.79]],
  "s_squared": 3.7654,
  "homo_energy_ev": [-15.87, -15.85],
  "relative_energy_kcal_mol": 0.00,
  "spin_multiplicity": 4,
  "total_charge": 2,
  "gap_ev": [7.7, 7.6]
}

Record 5
{
  "formula": "C16H26N4OP2PbS",
  "method": "wB97M-V/def2-TZVPD",
  "elements": ["Pb", "P", "P", "N", "N", "H", "H", "H", "C", "H", "C", "H", "H", "C", "C", "H", "C", "H", "H", "H", "H", "H", "O", "C", "C", "C", "H", "H", "H", "H", "H", "H", "H", "C", "H", "N", "C", "N", "C", "C", "C", "C", "C", "C", "S", "H", "H", "H", "H", "H", "H"],
  "xyz": [[-0.36, -0.52, -0.64], [2.03, -2.41, -0.34], [-2.94, 0.19, -2.47], [1.45, 0.65, 0.14], [-0.79, 1.94, -0.78], [1.94, 2.45, 1.12], [-0.21, 3.57, 0.49], [0.38, 1.67, 1.68], [1.04, 1.87, 0.80], [0.92, 3.23, -0.88], [0.23, 2.76, -0.14], [2.44, 0.00, 1.88], [-1.45, 3.64, -1.79], [2.62, 0.12, 0.79], [-1.57, 2.54, -1.68], [3.91, -1.60, 1.00], [3.26, -1.16, 0.24], [3.85, -0.85, -0.63], [-2.94, 0.07, -3.89], [-4.35, 0.34, -2.27], [2.81, -2.78, -1.49], [2.36, -3.45, 0.59], [0.57, -0.85, -3.26], [1.41, -0.06, -3.77], [2.84, -0.48, -3.96], [1.05, 1.33, -4.21], [3.39, 0.88, 0.74], [3.18, -1.09, -3.13], [2.94, -1.05, -4.89], [3.49, 0.41, -4.03], [0.16, 1.69, -3.66], [1.88, 2.03, -4.03], [0.81, 1.33, -5.28], [-2.55, 1.95, -2.47], [-3.11, 2.64, -3.10], [-3.22, 1.29, 1.32], [-2.77, 0.32, 2.12], [-1.61, -0.30, 2.01], [-1.42, -1.26, 3.00], [-0.29, -2.08, 3.19], [-0.34, -3.06, 4.20], [-1.47, -3.21, 5.02], [-2.57, -2.35, 4.86], [-2.55, -1.40, 3.86], [-3.80, -0.24, 3.44], [-4.14, 1.67, 1.55], [-2.67, 1.66, 0.55], [0.57, -1.93, 2.55], [0.53, -3.71, 4.35], [-1.48, -3.99, 5.77], [-3.45, -2.42, 5.50]],
  "s_squared": 0.7821,
  "homo_energy_ev": [-10.40, -10.37],
  "relative_energy_kcal_mol": 0.00,
  "spin_multiplicity": 2,
  "total_charge": 1,
  "gap_ev": [7.8, 5.2]
}

Record 6
{
  "formula": "CH3ClN2S",
  "method": "wB97M-V/def2-TZVPD",
  "elements": ["N", "N", "C", "S", "Cl", "H", "H", "H"],
  "xyz": [[0.82, -1.08, -0.12], [0.14, 0.07, -0.58], [-0.79, 0.85, 0.15], [-2.03, 1.64, -0.36], [-0.12, 0.89, 1.84], [1.83, -0.81, 0.02], [0.26, -1.44, 0.66], [-0.10, -0.11, -1.60]],
  "homo_energy_ev": -9.36,
  "relative_energy_kcal_mol": 25.34,
  "total_charge": 0,
  "gap_ev": 9.5
}

Record 7
{
  "formula": "C18H20ClN3O4S",
  "method": "wB97M-V/def2-TZVPD",
  "elements": ["N", "C", "O", "C", "C", "C", "N", "S", "O", "O", "C", "C", "C", "C", "Cl", "C", "C", "C", "O", "N", "C", "C", "C", "C", "C", "C", "C", "H", "H", "H", "H", "H", "H", "H", "H", "H", "H", "H", "H", "H", "H", "H", "H", "H", "H", "H", "H"],
  "xyz": [[-2.46, -2.49, 1.85], [-2.21, -3.05, 0.65], [-3.03, -3.05, -0.25], [-0.86, -3.74, 0.53], [-0.03, -3.09, -0.58], [0.30, -1.63, -0.29], [-0.85, -0.78, -0.54], [-1.13, 0.48, 0.51], [-1.00, -0.04, 1.84], [-0.30, 1.62, 0.18], [-2.82, 0.94, 0.17], [-3.17, 2.26, 0.40], [-4.47, 2.68, 0.18], [-5.41, 1.75, -0.26], [-7.03, 2.26, -0.53], [-5.06, 0.43, -0.49], [-3.76, 0.02, -0.27], [1.57, -1.19, -1.05], [2.38, -2.01, -1.46], [1.68, 0.13, -1.24], [2.88, 0.72, -1.82], [3.73, 1.33, -0.74], [4.49, 0.52, 0.09], [5.23, 1.06, 1.12], [5.23, 2.43, 1.33], [4.47, 3.25, 0.51], [3.72, 2.70, -0.52], [-1.71, -2.21, 2.46], [-3.31, -1.95, 1.94], [-1.04, -4.78, 0.27], [-0.32, -3.70, 1.48], [-0.58, -3.14, -1.52], [0.91, -3.63, -0.71], [0.53, -1.51, 0.78], [-0.95, -0.51, -1.51], [-2.41, 2.95, 0.73], [-4.76, 3.70, 0.36], [-5.80, -0.27, -0.84], [-3.48, -1.01, -0.45], [1.07, 0.78, -0.76], [2.59, 1.47, -2.55], [3.42, -0.09, -2.32], [4.49, -0.55, -0.07], [5.82, 0.42, 1.76], [5.81, 2.86, 2.13], [4.47, 4.32, 0.67], [3.13, 3.34, -1.15]],
  "homo_energy_ev": -9.17,
  "relative_energy_kcal_mol": 0.00,
  "total_charge": 0,
  "gap_ev": 9.4
}

Record 8
{
  "formula": "C4H8N2O",
  "method": "wB97M-V/def2-TZVPD",
  "elements": ["C", "N", "C", "C", "O", "C", "N", "H", "H", "H", "H", "H", "H", "H", "H"],
  "xyz": [[1.41, 0.51, 0.96], [0.64, -0.57, 0.42], [-0.26, 0.14, -0.52], [-1.41, -0.77, -0.93], [-0.95, -1.90, -1.64], [-0.58, 1.52, 0.08], [0.42, 1.65, 0.93], [1.81, 0.27, 1.95], [2.25, 0.75, 0.29], [0.58, 2.49, 1.47], [0.05, -0.91, 1.18], [0.32, 0.36, -1.43], [-2.09, -0.22, -1.59], [-1.98, -1.06, -0.03], [-0.21, -2.26, -1.14]],
  "homo_energy_ev": -8.68,
  "relative_energy_kcal_mol": 73.54,
  "total_charge": 0,
  "gap_ev": 9.5
}

Record 9
{
  "formula": "C19H21N3O5S",
  "method": "wB97M-V/def2-TZVPD",
  "elements": ["C", "C", "O", "N", "C", "C", "C", "C", "S", "O", "O", "N", "C", "C", "C", "C", "C", "C", "C", "O", "N", "C", "C", "O", "C", "C", "C", "C", "H", "H", "H", "H", "H", "H", "H", "H", "H", "H", "H", "H", "H", "H", "H", "H", "H", "H", "H", "H", "H"],
  "xyz": [[2.77, 4.57, 3.61], [2.78, 3.15, 3.11], [3.07, 2.20, 3.80], [2.41, 3.06, 1.79], [2.26, 1.93, 0.99], [2.48, 0.64, 1.47], [2.26, -0.44, 0.63], [1.85, -0.23, -0.67], [1.31, -1.60, -1.66], [1.95, -2.82, -1.26], [1.27, -1.25, -3.04], [-0.32, -1.68, -1.19], [-0.60, -1.75, 0.18], [-0.12, -2.83, 0.92], [-0.37, -2.90, 2.27], [-1.10, -1.91, 2.91], [-1.58, -0.83, 2.18], [-1.34, -0.75, 0.82], [-1.76, 0.46, 0.03], [-1.14, 1.51, 0.09], [-2.83, 0.30, -0.78], [-3.66, -0.88, -0.87], [-3.72, -1.34, -2.34], [-4.15, -0.30, -3.18], [-3.29, 0.81, -3.10], [-3.25, 1.36, -1.67], [1.66, 1.05, -1.16], [1.87, 2.13, -0.34], [3.07, 4.59, 4.65], [1.77, 4.99, 3.52], [3.45, 5.18, 3.03], [2.17, 3.93, 1.33], [2.79, 0.49, 2.49], [2.41, -1.45, 0.98], [-0.80, -0.93, -1.66], [0.46, -3.58, 0.41], [0.00, -3.74, 2.84], [-1.29, -1.96, 3.97], [-2.13, -0.04, 2.66], [-4.67, -0.63, -0.54], [-3.26, -1.68, -0.24], [-2.73, -1.71, -2.65], [-4.45, -2.15, -2.45], [-2.28, 0.54, -3.42], [-3.70, 1.56, -3.78], [-4.25, 1.70, -1.37], [-2.54, 2.18, -1.57], [1.34, 1.17, -2.18], [1.71, 3.13, -0.71]],
  "homo_energy_ev": -8.81,
  "relative_energy_kcal_mol": 20.74,
  "total_charge": 0,
  "gap_ev": 9.4
}

Record 10
{
  "formula": "H24HeO12",
  "method": "wB97M-V/def2-TZVPD",
  "elements": ["He", "O", "H", "H", "O", "H", "H", "O", "H", "H", "O", "H", "H", "O", "H", "H", "O", "H", "H", "O", "H", "H", "O", "H", "H", "O", "H", "H", "O", "H", "H", "O", "H", "H", "O", "H", "H"],
  "xyz": [[-0.04, -0.32, -0.20], [1.59, -3.49, -1.18], [1.36, -4.02, -0.41], [1.05, -3.86, -1.88], [0.87, 1.98, 2.55], [1.56, 1.68, 3.15], [0.49, 2.74, 2.99], [-1.96, 2.94, 1.54], [-2.37, 2.50, 2.29], [-1.04, 2.69, 1.59], [2.70, 1.79, -1.46], [2.01, 2.30, -1.02], [3.19, 2.44, -1.96], [-2.26, -0.96, 1.57], [-1.34, -0.88, 1.80], [-2.44, -1.90, 1.62], [0.77, -0.02, -3.17], [1.42, 0.30, -2.55], [0.08, 0.64, -3.16], [2.25, -2.19, 2.00], [1.36, -1.83, 1.94], [2.75, -1.69, 1.35], [-1.66, 2.90, -2.31], [-2.09, 2.31, -1.68], [-0.87, 3.20, -1.86], [-2.91, 0.66, -0.89], [-2.65, -0.07, -1.45], [-2.64, 0.40, -0.01], [3.28, -1.14, -0.69], [3.09, -0.31, -1.13], [2.57, -1.72, -0.97], [-2.84, -1.73, -2.05], [-3.56, -2.03, -1.49], [-2.16, -2.40, -1.94], [-0.02, -0.54, 2.76], [0.26, 0.36, 2.60], [0.19, -0.71, 3.68]],
  "homo_energy_ev": -10.52,
  "relative_energy_kcal_mol": 27.35,
  "total_charge": 0,
  "gap_ev": 10.1
}

Record 11
{
  "formula": "C5H2N2O",
  "method": "wB97M-V/def2-TZVPD",
  "elements": ["N", "C", "C", "N", "C", "C", "C", "O", "H", "H"],
  "xyz": [[0.13, 3.25, 0.32], [0.00, 2.08, 0.38], [0.05, 0.80, 0.39], [0.15, -0.03, 1.45], [-0.33, -1.35, 0.67], [-0.15, -1.36, -0.59], [0.20, 0.11, -0.92], [0.73, 0.72, -1.92], [-0.56, -2.09, 1.42], [-0.23, -2.14, -1.20]],
  "homo_energy_ev": -10.57,
  "relative_energy_kcal_mol": 48.40,
  "total_charge": 0,
  "gap_ev": 8.3
}